Molecular formula: C38H32N9O7S2Tl
Method: DFT, wB97M-V/def2-TZVPD

Computed properties:
Total charge: -2
Kohn-Sham gap in eV: 6.5
LUMO energy in eV: 3.988
Maximum force in eV/A: 0.4
Relative energy (zero: lowest compared OMol25 entry of this formula, charge and spin) in kJ/mol: 20.97

Last column: Löwdin charge in e.
Element x y z (Å)
1 Tl -0.34 -0.27 -1.13  0.74
2 N 0.86 0.22 3.71  0.03
3 C 0.96 -0.01 2.35  -0.93
4 S 0.13 -1.38 1.73  0.47
5 N 1.78 0.83 1.75  -0.02
6 N 1.83 0.71 0.40  0.01
7 C 2.72 1.41 -0.20  -0.21
8 C 3.71 2.28 0.50  -0.18
9 C 3.29 3.36 1.28  -0.02
10 C 4.22 4.18 1.90  -0.08
11 C 5.58 3.92 1.76  -0.12
12 C 6.00 2.84 1.00  -0.10
13 C 5.07 2.04 0.36  -0.04
14 C 2.74 1.37 -1.69  -0.24
15 C 3.40 2.37 -2.42  -0.01
16 C 3.33 2.34 -3.80  -0.07
17 C 2.64 1.31 -4.42  -0.06
18 C 2.01 0.37 -3.61  -0.15
19 N 2.07 0.39 -2.29  0.04
20 H 0.05 -0.20 4.12  0.05
21 H 1.03 1.18 3.96  0.07
22 H 2.24 3.54 1.40  0.10
23 H 3.88 5.01 2.50  0.10
24 H 6.31 4.56 2.26  0.09
25 H 7.06 2.63 0.89  0.09
26 H 5.40 1.20 -0.24  0.12
27 H 3.90 3.18 -1.91  0.11
28 H 3.79 3.12 -4.38  0.10
29 H 2.54 1.26 -5.50  0.10
30 H 1.42 -0.43 -4.05  0.11
31 C -1.74 -6.57 3.47  -0.07
32 C -1.88 -5.97 2.09  -0.28
33 C -1.80 -4.60 1.90  -0.04
34 C -1.90 -4.05 0.63  -0.07
35 C -2.09 -4.88 -0.47  -0.27
36 C -2.17 -6.25 -0.29  -0.07
37 C -2.07 -6.79 0.98  -0.06
38 S -2.17 -4.14 -2.09  0.54
39 O -2.20 -5.26 -3.02  -0.36
40 O -3.36 -3.30 -2.10  -0.36
41 N -0.93 -3.19 -2.18  -0.15
42 C 0.35 -3.61 -1.91  -0.42
43 C 0.81 -4.95 -1.94  -0.03
44 C 2.10 -5.22 -1.54  -0.10
45 C 2.94 -4.18 -1.13  -0.10
46 C 2.42 -2.90 -1.18  -0.16
47 N 1.19 -2.62 -1.57  0.04
48 H -1.77 -5.80 4.23  0.07
49 H -0.79 -7.10 3.57  0.08
50 H -2.53 -7.29 3.67  0.07
51 H -1.61 -3.94 2.74  0.10
52 H -1.78 -2.99 0.49  0.06
53 H -2.31 -6.88 -1.16  0.10
54 H -2.14 -7.87 1.12  0.10
55 H 0.15 -5.73 -2.28  0.09
56 H 2.46 -6.24 -1.54  0.09
57 H 3.95 -4.36 -0.79  0.08
58 H 3.02 -2.04 -0.90  0.10
59 N -5.33 -2.11 -0.11  0.20
60 C -5.81 -1.04 0.55  -0.51
61 O -6.86 -1.06 1.18  0.02
62 C -4.98 0.20 0.48  -0.12
63 C -5.61 1.44 0.40  -0.02
64 C -4.84 2.58 0.33  -0.06
65 C -3.45 2.45 0.35  -0.13
66 N -2.84 1.28 0.46  0.07
67 C -3.59 0.18 0.51  -0.10
68 H -5.83 -2.98 -0.02  0.11
69 H -4.50 -2.11 -0.69  0.07
70 H -6.69 1.48 0.40  0.11
71 H -5.29 3.56 0.25  0.10
72 H -2.81 3.32 0.27  0.10
73 H -3.04 -0.75 0.62  0.09
74 O 0.49 4.39 -3.46  -0.05
75 C 0.17 3.74 -2.45  -0.67
76 O -0.03 2.52 -2.31  -0.12
77 C 0.00 4.59 -1.16  -0.10
78 C 0.09 5.97 -1.24  -0.02
79 C -0.04 6.77 -0.11  -0.08
80 C -0.24 6.19 1.13  -0.03
81 C -0.34 4.81 1.19  -0.16
82 C -0.23 3.99 0.07  0.03
83 N -0.57 4.19 2.51  -0.35
84 O -0.40 4.89 3.50  0.03
85 O -0.87 3.02 2.55  0.08
86 H 0.28 6.39 -2.22  0.11
87 H 0.03 7.85 -0.19  0.09
88 H -0.33 6.77 2.03  0.10
89 H -0.32 2.91 0.15  0.11

---

Molecular formula: C38H33GeNS4Tl
Method: DFT, wB97M-V/def2-TZVPD

Computed properties:
Total charge: +1
Kohn-Sham gap in eV: 6.9
LUMO energy in eV: -3.306
Maximum force in eV/A: 0.8
Relative energy (zero: lowest compared OMol25 entry of this formula, charge and spin) in kJ/mol: 94.17

Last column: Löwdin charge in e.
Element x y z (Å)
1 Tl 0.08 -0.99 0.64  0.43
2 S -0.91 -0.43 2.93  0.55
3 C -2.14 0.80 2.62  -0.69
4 C -2.45 1.67 3.68  -0.11
5 C -3.43 2.64 3.57  -0.08
6 C -4.12 2.81 2.37  -0.08
7 C -3.83 1.97 1.31  -0.10
8 C -2.85 0.98 1.43  -0.55
9 S -2.57 -0.12 0.06  0.94
10 C -2.44 1.04 -1.31  -0.36
11 C -1.12 1.07 -2.07  -0.32
12 C -1.00 2.03 -3.06  -0.01
13 C 0.20 2.16 -3.73  -0.02
14 C 1.24 1.30 -3.41  0.00
15 C 1.03 0.34 -2.45  -0.32
16 C 2.12 -0.66 -2.15  -0.37
17 S 2.79 -0.62 -0.47  0.90
18 C 3.47 1.00 -0.27  -0.51
19 C 4.68 1.29 -0.91  -0.09
20 C 5.31 2.50 -0.70  -0.06
21 C 4.78 3.42 0.20  -0.05
22 C 3.60 3.12 0.87  -0.10
23 C 2.91 1.93 0.62  -0.51
24 S 1.41 1.63 1.52  0.92
25 N -0.12 0.24 -1.77  0.08
26 H -1.91 1.54 4.61  0.11
27 H -3.66 3.27 4.42  0.11
28 H -4.89 3.57 2.27  0.11
29 H -4.39 2.07 0.38  0.11
30 H -3.24 0.80 -2.01  0.10
31 H -2.64 2.03 -0.92  0.08
32 H -1.84 2.69 -3.28  0.13
33 H 0.32 2.92 -4.50  0.12
34 H 2.20 1.36 -3.92  0.13
35 H 1.73 -1.68 -2.24  0.06
36 H 2.94 -0.53 -2.84  0.09
37 H 5.13 0.54 -1.56  0.11
38 H 6.24 2.72 -1.23  0.12
39 H 5.29 4.35 0.39  0.12
40 H 3.19 3.83 1.59  0.12
41 Ge -0.05 -3.61 0.03  0.89
42 C 0.41 -3.85 -1.81  -0.40
43 C 1.60 -4.50 -2.12  -0.13
44 C 1.98 -4.68 -3.44  -0.07
45 C 1.17 -4.21 -4.47  -0.07
46 C -0.02 -3.56 -4.17  -0.07
47 C -0.40 -3.38 -2.85  -0.12
48 C -1.81 -4.00 0.68  -0.40
49 C -2.97 -3.61 0.00  -0.14
50 C -4.22 -3.83 0.56  -0.07
51 C -4.32 -4.45 1.80  -0.07
52 C -3.17 -4.86 2.48  -0.07
53 C -1.92 -4.63 1.92  -0.12
54 H 0.99 -4.32 0.90  -0.01
55 H 2.24 -4.88 -1.32  0.10
56 H 2.91 -5.20 -3.67  0.11
57 H 1.47 -4.35 -5.50  0.11
58 H -0.66 -3.20 -4.98  0.11
59 H -1.34 -2.86 -2.63  0.09
60 H -2.90 -3.12 -0.97  0.08
61 H -5.11 -3.53 0.03  0.11
62 H -5.29 -4.61 2.25  0.11
63 H -3.26 -5.36 3.44  0.11
64 H -1.03 -4.94 2.46  0.10
65 C 0.18 2.59 0.57  -0.38
66 C 0.18 4.08 0.76  -0.26
67 C 1.01 4.90 0.00  -0.06
68 C 0.89 6.29 0.06  -0.07
69 C -0.08 6.86 0.87  -0.08
70 C -0.91 6.05 1.64  -0.07
71 C -0.78 4.67 1.58  -0.03
72 H -0.77 2.15 0.91  0.05
73 H 0.34 2.34 -0.47  0.07
74 H 1.75 4.45 -0.66  0.11
75 H 1.53 6.91 -0.55  0.11
76 H -0.21 7.94 0.89  0.11
77 H -1.67 6.50 2.27  0.11
78 H -1.44 4.04 2.18  0.10

---

Among the records above, which one has the highest LUMO energy? C38H32N9O7S2Tl